[1]
ORCA calculation (ωB97M-V/def2-TZVPD) on a 11-piece molecular cluster, C35H84O29S7 overall.

Structure (XYZ):
```
155
Properties=species:S:1:pos:R:3:mulliken_charge:R:1
C 3.806 1.782 0.766 0.18
C 5.247 1.959 1.189 -0.47
C 5.981 1.877 -0.168 -0.63
O 5.121 1.187 -1.055 -0.49
C 3.773 1.044 -0.553 0.53
H 3.416 2.791 0.585 0.11
H 3.166 1.389 1.553 0.31
H 5.639 1.205 1.870 -0.08
H 5.412 2.925 1.666 0.40
H 6.931 1.358 -0.011 0.36
H 6.274 2.882 -0.486 0.32
H 3.516 -0.006 -0.403 -0.60
H 3.041 1.476 -1.234 0.14
C -4.669 0.364 2.878 -0.32
C -5.628 0.187 1.711 0.03
C -6.993 0.573 2.377 -0.76
O -6.653 1.349 3.521 -0.50
C -5.250 1.539 3.615 -0.15
H -3.642 0.509 2.541 -0.13
H -4.727 -0.543 3.484 0.49
H -5.566 -0.812 1.285 0.61
H -5.522 0.934 0.922 -0.22
H -7.522 -0.319 2.730 0.31
H -7.700 1.073 1.714 0.30
H -4.932 1.613 4.654 0.48
H -4.933 2.465 3.119 0.55
O 2.489 0.176 -4.460 -0.36
S 1.269 0.686 -5.005 0.77
O 0.429 -0.171 -5.795 -0.57
O 0.388 1.356 -3.839 0.07
C -0.980 1.676 -4.134 0.37
C -1.649 2.245 -2.891 -1.01
C 1.627 2.165 -5.979 -1.18
H -1.459 0.714 -4.331 -0.38
H -1.131 2.334 -4.990 0.35
H -1.273 3.272 -2.819 0.50
H -1.425 1.665 -2.004 0.03
H -2.719 2.403 -2.997 0.21
H 2.276 1.811 -6.778 0.43
H 2.236 2.858 -5.400 0.31
H 0.674 2.603 -6.250 0.41
O -3.833 -0.136 -3.986 -0.67
S -4.689 0.028 -2.834 1.08
O -4.159 0.700 -1.689 -0.31
O -6.072 0.730 -3.306 -0.37
C -6.004 2.072 -3.805 -0.26
C -5.844 3.126 -2.705 -0.71
C -5.373 -1.576 -2.273 -0.90
H -6.963 2.262 -4.283 0.37
H -5.207 2.139 -4.550 0.24
H -4.898 3.062 -2.170 -0.05
H -6.617 2.953 -1.955 0.31
H -5.929 4.115 -3.154 0.40
H -6.110 -1.364 -1.504 0.38
H -4.510 -2.082 -1.855 0.21
H -5.783 -2.016 -3.175 0.37
O -1.865 -4.057 1.596 -0.69
S -0.634 -4.764 1.388 1.36
O 0.080 -4.526 0.172 -0.59
O 0.317 -4.296 2.643 -0.25
C 1.514 -5.012 2.969 0.23
C 1.362 -5.416 4.428 -1.31
C -0.819 -6.532 1.605 -1.05
H 2.383 -4.382 2.760 -0.23
H 1.663 -5.870 2.310 0.48
H 1.317 -4.538 5.073 0.29
H 2.181 -5.996 4.861 0.40
H 0.457 -6.020 4.478 0.33
H -1.436 -6.721 2.480 0.37
H 0.159 -6.965 1.802 0.31
H -1.232 -6.939 0.687 0.40
O -2.237 -5.041 -5.006 -0.67
S -2.327 -3.714 -4.450 1.00
O -3.420 -3.400 -3.571 -0.54
O -0.956 -3.318 -3.686 -0.51
C -1.062 -2.376 -2.592 0.95
C 0.336 -1.825 -2.400 -0.85
C -2.187 -2.461 -5.707 -0.56
H -1.467 -2.897 -1.721 0.24
H -1.785 -1.581 -2.800 -0.36
H 0.994 -2.615 -2.046 0.34
H 0.203 -0.930 -1.795 -0.05
H 0.715 -1.533 -3.375 0.24
H -1.301 -2.729 -6.283 0.35
H -1.986 -1.505 -5.235 -0.11
H -3.041 -2.471 -6.379 0.44
O -5.190 7.153 2.594 -0.63
S -4.815 5.889 3.157 1.18
O -5.829 5.035 3.746 -0.61
O -4.042 5.067 1.990 -0.46
C -3.602 3.745 2.324 -0.42
C -3.321 3.010 1.026 -0.63
C -3.437 6.116 4.287 -0.83
H -4.356 3.248 2.933 0.15
H -2.633 3.741 2.834 0.21
H -3.206 1.942 1.196 -0.51
H -2.441 3.456 0.564 0.62
H -4.150 3.176 0.337 0.37
H -2.682 6.620 3.687 0.25
H -3.181 5.136 4.669 0.26
H -3.776 6.819 5.045 0.43
O 6.078 -1.276 5.009 -0.66
S 4.933 -1.468 4.179 1.01
O 4.394 -0.429 3.352 -0.32
O 5.251 -2.677 3.152 -0.39
C 6.092 -3.762 3.545 -0.34
C 5.620 -5.025 2.884 -0.65
C 3.577 -2.220 5.104 -0.60
H 6.130 -3.896 4.632 0.47
H 7.116 -3.490 3.271 0.25
H 6.310 -5.849 3.046 0.45
H 5.479 -4.857 1.813 0.06
H 4.621 -5.293 3.239 0.02
H 3.958 -3.173 5.469 0.36
H 2.843 -2.457 4.335 -0.14
H 3.167 -1.584 5.880 0.50
O 3.897 -2.669 -0.666 -0.48
S 5.316 -2.896 -0.834 1.00
O 5.930 -4.151 -0.493 -0.71
O 5.697 -2.567 -2.377 -0.42
C 4.665 -2.010 -3.214 0.52
C 5.037 -1.819 -4.664 -1.36
C 6.248 -1.574 -0.027 -0.58
H 4.171 -1.122 -2.816 0.04
H 3.818 -2.703 -3.170 0.21
H 4.216 -1.298 -5.147 0.22
H 5.299 -2.718 -5.223 0.35
H 5.930 -1.194 -4.774 0.37
H 7.201 -1.995 0.291 0.51
H 5.675 -1.286 0.853 -0.12
H 6.429 -0.746 -0.703 0.36
C -1.958 -0.904 0.291 1.04
O -0.637 -1.034 0.793 -0.61
C 0.230 -0.048 0.570 0.46
O -0.026 1.017 0.098 -0.20
O 1.459 -0.318 1.019 -0.02
C 1.792 -1.600 1.555 -0.31
H -2.384 -1.907 0.270 0.36
H -1.980 -0.584 -0.749 -0.42
H -2.515 -0.250 0.959 -0.82
H 2.859 -1.725 1.712 -0.17
H 1.577 -2.307 0.747 0.13
H 1.206 -1.975 2.392 0.53
C 1.227 7.886 0.257 -0.69
O 1.369 6.468 0.245 -0.31
C 0.825 5.813 1.269 0.69
O 0.262 6.287 2.213 -0.57
O 0.979 4.516 1.015 -0.08
C 0.481 3.640 2.024 0.49
H 0.167 8.078 0.076 0.30
H 1.850 8.272 -0.543 0.23
H 1.523 8.387 1.179 0.30
H 0.510 4.044 3.032 0.43
H 1.028 2.709 1.906 -0.48
H -0.557 3.404 1.778 -0.38
```

Results
structure (SMILES): CCOS(C)(=O)=O.CCOS(C)(=O)=O.CCOS(C)(=O)=O.CCOS(C)(=O)=O.CCOS(C)(=O)=O.CCOS(C)(=O)=O.CCOS(C)(=O)=O.COC(=O)OC.COC(=O)OC.C1CCOC1.C1CCOC1
molar mass: 1193.5 g mol⁻¹
E: -6353.0647 Eh

[2]
ORCA calculation (ωB97M-V/def2-TZVPD) on a 2-piece molecular cluster, CH2INO3P overall.

Structure (XYZ):
```
9
Properties=species:S:1:pos:R:3:mulliken_charge:R:1
C 1.196 -0.901 -1.355 -0.39
N 1.541 0.128 -1.783 0.51
O -2.525 -0.308 1.664 -0.61
O 1.974 0.998 -2.498 -0.65
O -0.228 -1.118 0.852 -0.62
P -1.200 -0.002 1.063 0.55
I -0.143 1.692 2.529 -0.26
H 0.631 -1.203 -0.500 0.49
H -1.247 0.714 0.027 -0.01
```

Results
energy above the lowest of the compared OMol25 structures with the same formula, charge and spin: 158.60 kJ/mol
total charge: -1
molar mass: 233.9 g mol⁻¹
E: -958.8816 Eh

- Which of these has the highest molar mass?
  C35H84O29S7

- Look up the E of the first one.
  -6353.0647 Eh

- Look up the molar mass of the first one.
  1193.5 g mol⁻¹